{"formula": "C14H7ClNO8SbSe4Zn", "method": "ωB97M-V with the def2-TZVPD basis set", "species": ["Zn", "Cl", "C", "C", "C", "C", "O", "C", "C", "O", "C", "H", "H", "H", "H", "O", "C", "O", "C", "C", "C", "N", "C", "C", "C", "O", "O", "H", "H", "H", "O", "O", "Se", "Sb", "Se", "Se", "Se"], "xyz": [[-0.42457, 0.79095, -0.07099], [-5.18425, -3.83232, -3.33061], [-3.87839, -2.79316, -2.80227], [-3.59368, -1.62028, -3.53044], [-2.57787, -0.79912, -3.14567], [-1.76217, -1.07199, -1.99471], [-0.81608, -0.27033, -1.72856], [-2.06654, -2.27979, -1.28982], [-1.33882, -2.76358, -0.16850], [-0.32948, -2.27863, 0.37283], [-3.13342, -3.11122, -1.71177], [-4.19708, -1.37782, -4.39647], [-2.35713, 0.11064, -3.68790], [-1.72743, -3.71637, 0.22833], [-3.33691, -4.02078, -1.15883], [5.26477, 4.64383, 0.57474], [5.04728, 3.66153, 1.30732], [5.70376, 3.20945, 2.26675], [3.75574, 2.86588, 0.97382], [3.44119, 1.70482, 1.67041], [2.29611, 1.00546, 1.34919], [1.45288, 1.41742, 0.39573], [1.72749, 2.55451, -0.26937], [2.87622, 3.28233, -0.01854], [0.65838, 3.04098, -1.25569], [0.97655, 3.87404, -2.09397], [-0.50135, 2.52667, -1.07606], [4.10396, 1.37136, 2.45653], [2.04102, 0.08251, 1.85268], [3.08333, 4.17752, -0.58583], [-1.03952, 0.75065, 2.64330], [-1.75176, 0.91418, 1.39198], [-0.72733, -1.02404, 5.32151], [-0.28924, -2.82749, 2.73275], [-1.70865, -4.69259, 2.90821], [2.03634, -2.76376, 2.55817], [-1.72333, -0.74147, 3.31176]], "forces_ev_per_angstrom": [[-0.17, 0.56, -0.14], [0.00, 0.02, 0.01], [0.03, -0.06, 0.06], [0.01, 0.06, -0.01], [-0.12, 0.02, -0.02], [0.11, 0.09, -0.39], [-0.03, -0.22, 0.60], [0.14, 0.02, 0.09], [-0.13, -0.28, -0.45], [-0.64, 0.25, 0.61], [-0.08, -0.06, -0.10], [0.01, 0.00, 0.00], [0.03, 0.00, 0.00], [-0.04, 0.09, 0.13], [-0.01, 0.02, 0.03], [0.00, 0.01, 0.01], [0.00, -0.01, -0.01], [0.01, 0.00, -0.01], [0.02, -0.01, 0.01], [0.00, 0.01, -0.02], [0.07, -0.10, -0.06], [-0.03, 0.06, 0.08], [-0.04, 0.01, 0.05], [0.02, -0.03, -0.06], [0.05, 0.00, 0.00], [-0.04, 0.05, 0.05], [0.06, -0.13, -0.08], [0.01, 0.00, -0.01], [-0.03, 0.00, 0.03], [-0.01, 0.01, 0.01], [0.31, -0.03, -0.08], [0.11, -0.40, -0.20], [0.09, -0.13, 0.05], [0.64, 0.11, -0.43], [-0.24, -0.09, 0.01], [0.39, 0.05, 0.35], [-0.49, 0.11, -0.10]], "de_lowest_kcal_mol": 19.35, "homo_ev": -3.33, "energy_ev": -361367.2104, "total_charge": -2}